This record from the Open Molecules 2025 dataset describes a cluster of 8 separate species, C35H39F9O24 in total in a non-equilibrium geometry. The level of theory is ωB97M-V/def2-TZVPD.

Properties
SMILES	C#CCCC[C@]1(F)[C@H]([C@H](F)CC)OC(=O)[C@@]1(O)C=C.O=C1OC[C@@H](F)O1.O=C1OC[C@@H](F)O1.O=C1OC[C@@H](F)O1.O=C1OC[C@@H](F)O1.O=C1OC[C@@H](F)O1.O=C1OC[C@@H](F)O1.O=C1OC[C@@H](F)O1
frontier orbital gap	6.80	eV
molecular weight	1014.655	g mol⁻¹
energy	-4061.13964	a.u.
HOMO level	-7.778	eV
LUMO	-0.98	eV

```
107
Properties=species:S:1:pos:R:3:mulliken_charge:R:1
C 0.43377 1.00661 -0.34022 0.0508
C -0.54809 0.88307 -1.37019 -0.6571
C -2.05208 1.02980 -2.08886 -0.2561
C -2.61930 2.60143 -2.00577 -0.6466
C -2.84471 3.08013 -0.46093 -0.7736
C -4.38808 3.22114 0.03974 1.5734
F -4.51652 2.07910 1.02091 -0.4275
C -5.65308 2.94143 -0.94965 -0.5262
C -5.82451 1.52220 -1.74185 0.5809
F -6.32691 1.86967 -3.12392 -0.3865
C -6.93105 0.49126 -1.10977 -0.5406
C -8.46900 1.07726 -1.05508 -0.8126
O -5.93114 4.22185 -1.67560 -0.3817
C -6.01157 5.22726 -0.56390 0.3913
O -6.82915 6.28653 -0.44699 -0.5615
C -4.89381 4.72362 0.57414 0.9276
O -3.91659 5.84392 0.48831 -0.6685
C -5.41094 4.86466 2.12622 -0.7584
C -6.34587 3.92974 2.82890 -0.7274
H 1.16654 1.13938 0.59304 0.3050
H -1.88035 0.80020 -3.22892 0.3019
H -2.78887 0.25956 -1.57723 0.2459
H -3.52163 2.76921 -2.73039 0.3729
H -1.72421 3.25472 -2.45090 0.3670
H -2.18783 4.06662 -0.31483 0.2396
H -2.32734 2.27997 0.25884 0.2989
H -6.56998 2.92769 -0.18485 0.2625
H -4.83949 0.91483 -1.91332 -0.3432
H -6.56903 0.13083 -0.04672 0.2698
H -6.97106 -0.44873 -1.84477 0.3760
H -8.54767 2.12371 -1.59686 0.2522
H -9.28549 0.30200 -1.40125 0.2820
H -8.69534 1.29251 0.09531 0.2011
H -3.82271 5.99495 -0.51215 0.5112
H -5.03732 5.79555 2.77049 0.2701
H -5.82232 3.10380 3.51208 0.1880
H -7.51295 3.91479 2.70653 0.2616
O -8.54788 10.63803 4.98133 -0.5328
C -7.99668 9.76725 4.32881 0.5881
O -7.02565 10.00672 3.39541 -0.3237
C -6.56070 8.74172 2.96932 -0.3651
C -7.71283 7.85048 3.28554 0.3401
F -7.28745 6.60837 3.60782 -0.2454
O -8.27839 8.43834 4.43508 -0.2910
H -5.65654 8.48000 3.52912 0.2830
H -6.32238 8.75065 1.90231 0.2631
H -8.46639 7.79273 2.49286 0.2808
O -1.63488 -2.72823 -0.61793 -0.5860
C -0.55802 -2.81783 -0.05208 0.5146
O 0.25414 -3.91671 -0.11794 -0.3200
C 1.44813 -3.57173 0.55536 0.0003
C 1.00350 -2.47367 1.45995 0.3600
F 1.99906 -1.58137 1.66078 -0.2521
O -0.02091 -1.83888 0.72885 -0.1828
H 2.19465 -3.24263 -0.17524 0.0946
H 1.84914 -4.42720 1.10559 0.1574
H 0.61029 -2.81683 2.42283 0.2029
O 0.76512 3.40861 1.38207 -0.5039
C 1.84198 3.31901 1.94792 0.6431
O 2.65414 2.22013 1.88206 -0.2505
C 3.84813 2.56511 2.55536 -0.5097
C 3.40350 3.66318 3.45995 0.3210
F 4.39906 4.55547 3.66078 -0.2899
O 2.37909 4.29796 2.72885 -0.3080
H 4.59465 2.89421 1.82476 0.2770
H 4.24914 1.70964 3.10559 0.3023
H 3.01029 3.32001 4.42283 0.2793
O 4.38468 -3.27077 1.09189 -0.5911
C 4.88022 -4.33673 0.76626 0.8484
O 4.21358 -5.53113 0.78796 -0.2742
C 5.08651 -6.48605 0.21868 -0.1412
C 6.42572 -5.86719 0.43138 0.6749
F 7.27662 -6.20512 -0.56332 -0.3616
O 6.16730 -4.48427 0.34399 -0.3017
H 4.84261 -6.61430 -0.84125 -0.1307
H 4.99073 -7.45287 0.72015 0.3041
H 6.87713 -6.09675 1.40249 0.0020
O 7.14414 -5.67074 3.61706 -0.5670
C 8.31243 -5.32271 3.65998 0.6800
O 9.30754 -6.04787 4.25611 -0.3015
C 10.51719 -5.37338 3.97371 -0.4464
C 10.05638 -3.98126 3.70656 0.3128
F 10.85535 -3.37431 2.80052 -0.2812
O 8.78412 -4.16081 3.12691 -0.2271
H 10.99581 -5.83548 3.10378 0.2914
H 11.20414 -5.42843 4.82251 0.2562
H 9.96802 -3.35795 4.60277 0.2937
O 3.17952 -5.40098 -1.95019 -0.6126
C 3.58127 -5.71525 -3.05821 0.7208
O 4.63652 -5.11630 -3.69003 -0.2394
C 4.85977 -5.85007 -4.87734 -0.5249
C 3.53309 -6.48493 -5.11934 0.7025
F 3.67607 -7.68506 -5.72509 -0.3385
O 3.02902 -6.70027 -3.82072 -0.3116
H 5.65539 -6.58307 -4.70676 0.3409
H 5.16043 -5.19000 -5.69545 0.2794
H 2.83403 -5.86152 -5.68696 0.0819
O 1.67810 -4.50196 -6.21747 -0.6485
C 1.76031 -3.45575 -5.59572 0.6185
O 0.91978 -2.39081 -5.77145 -0.3492
C 1.26391 -1.44281 -4.78109 -0.2800
C 2.67425 -1.80523 -4.46280 0.2261
F 2.95992 -1.54005 -3.16830 -0.2043
O 2.70508 -3.20236 -4.64711 -0.1465
H 0.59348 -1.55535 -3.92246 0.2047
H 1.17312 -0.42342 -5.16579 0.2503
H 3.41716 -1.33155 -5.11335 0.1817
```

This record from the Open Molecules 2025 dataset describes the ion C6H12NO with charge +1 in a non-equilibrium geometry. The level of theory is ωB97M-V/def2-TZVPD.

Properties
SMILES	C=C/[N+](C)=C\OCC
frontier orbital gap	10.65	eV
ΔE to the lowest compared entry with this formula, charge and spin	231.5	kJ/mol
molecular weight	114.168	g mol⁻¹
energy	-365.46120	a.u.
HOMO level	-14.699	eV
net charge	+1
LUMO	-4.05	eV

```
20
Properties=species:S:1:pos:R:3:nbo_charge:R:1
C -1.48444 -1.84679 -0.23351 -0.3177
C -0.24987 -1.27415 -0.17517 -0.1013
N 0.17719 -0.45799 0.96095 -0.3736
C 0.48988 -1.24238 2.10694 -0.4147
C -0.05212 0.85777 1.05365 0.5801
O -0.39613 1.66153 0.10520 -0.4105
C -0.34232 1.63115 -1.25057 -0.0875
C 1.12214 1.55976 -1.75516 -0.6037
H -2.33041 -1.83183 0.37722 0.2269
H -1.60436 -2.48155 -1.15998 0.2370
H 0.50861 -1.65837 -0.86679 0.2442
H -0.04969 -2.15632 2.26253 0.2514
H 0.14279 -0.55416 2.93553 0.2122
H 1.55598 -1.38439 2.24351 0.2399
H 0.09559 1.25087 2.09420 0.2258
H -0.96982 0.84428 -1.84363 0.2135
H -0.86005 2.56063 -1.45798 0.2211
H 1.04548 1.44451 -2.77026 0.2367
H 1.42713 0.70910 -1.06623 0.1867
H 1.77444 2.36834 -1.56044 0.2335
```

This record from the Open Molecules 2025 dataset describes a structure of composition C32H39AsF6N2O5P3PtS2 in a non-equilibrium geometry. The level of theory is ωB97M-V/def2-TZVPD.

Properties
frontier orbital gap (alpha / beta)	8.20 / 7.39	eV
ΔE to the lowest compared entry with this formula, charge and spin	105.1	kJ/mol
molecular weight	1072.717	g mol⁻¹
energy	-6503.02266	a.u.
HOMO level (alpha / beta)	-10.399 / -11.795	eV
net charge	+1
expectation value of S²	2.011
spin multiplicity	3
LUMO (alpha / beta)	-2.20 / -4.41	eV

```
91
Properties=species:S:1:pos:R:3:mulliken_charge:R:1
Pt -0.20097 0.34587 0.08391 2.7839
N 2.06176 -0.16879 2.07080 -0.0463
P 2.35990 0.08451 0.40703 -1.6451
C 4.00132 0.89758 0.51184 1.4692
C 4.40041 1.93773 -0.31830 -0.4015
C 5.67240 2.48672 -0.20854 -0.8030
C 6.55811 1.99894 0.73493 -0.5807
C 6.17641 0.95352 1.56482 -0.9495
C 4.91166 0.40536 1.45344 -0.5030
C 2.85680 -1.47252 -0.37213 1.3726
C 2.74100 -1.54472 -1.75433 -0.6361
C 3.23511 -2.64619 -2.44173 -0.3316
C 3.83703 -3.68104 -1.74418 -0.7156
C 3.93861 -3.61733 -0.35798 -0.6159
C 3.45162 -2.51661 0.32738 -0.7087
P 0.39942 0.11160 2.34183 -0.2905
C -0.13348 -0.83010 3.78361 0.2347
C 0.56498 -0.64423 4.97445 -0.6102
C 0.23219 -1.39052 6.09403 -0.8056
C -0.81500 -2.29925 6.03663 -0.6131
C -1.53667 -2.45831 4.86072 -0.9042
C -1.19064 -1.73079 3.73196 -0.2420
C 0.39514 1.81384 3.00629 1.1990
C -0.58286 2.21225 3.91611 -0.9964
C -0.67200 3.53298 4.32819 -0.6646
C 0.22130 4.47738 3.84480 -0.7010
C 1.20420 4.09328 2.94230 -0.7023
C 1.28071 2.77635 2.51904 -0.2697
H 2.66716 0.32704 2.71779 0.6567
H 3.73940 2.32357 -1.07246 0.2427
H 5.96547 3.29496 -0.86296 0.4669
H 7.54734 2.42603 0.82418 0.4131
H 6.86883 0.55983 2.29498 0.4469
H 4.64353 -0.42067 2.10042 0.3286
H 2.26247 -0.74361 -2.30742 0.1860
H 3.14729 -2.69264 -3.51896 0.4403
H 4.22669 -4.53819 -2.27565 0.4067
H 4.41259 -4.42424 0.18642 0.4690
H 3.52349 -2.46307 1.40735 0.5225
H 1.36182 0.08723 5.04396 0.3776
H 0.78492 -1.25284 7.01254 0.4416
H -1.07964 -2.87072 6.91588 0.4229
H -2.37251 -3.14254 4.82297 0.5246
H -1.77057 -1.82246 2.82441 0.7493
H -1.29171 1.49400 4.30813 0.5310
H -1.44341 3.82371 5.02817 0.4573
H 0.15420 5.50566 4.17081 0.4082
H 1.91419 4.82051 2.57229 0.4806
H 2.05728 2.51125 1.80630 0.1210
C -0.97854 3.72404 -0.65801 -1.1463
P -0.25246 2.21458 -1.32898 1.0606
C -1.16786 1.86183 -2.84530 -1.2961
C 1.35795 2.77825 -1.89081 -1.2037
H -0.73108 4.55566 -1.31971 0.6310
H -0.58429 3.91664 0.33914 0.0957
H -2.06085 3.62194 -0.59940 0.2230
H -0.95958 2.65078 -3.57170 0.4815
H -2.23331 1.83084 -2.62256 0.3235
H -0.87495 0.89682 -3.25724 0.3370
H 1.22214 3.54708 -2.65249 0.7148
H 1.94582 1.96084 -2.30532 0.2713
H 1.88369 3.21230 -1.04359 0.2264
F -4.16348 -3.23713 -1.15628 -0.1825
C -4.49662 -1.97429 -0.88103 0.4513
F -4.92316 -1.39213 -1.98935 -0.1852
F -5.44223 -1.98437 0.03785 -0.1815
S -2.95521 -1.12980 -0.23738 0.1491
O -3.00201 -1.29734 1.19372 -0.7309
O -1.88646 -1.76980 -0.97569 -0.6246
N -2.91518 0.39583 -0.67681 -0.1366
S -4.10586 1.39506 -0.17679 0.9855
O -3.99551 2.55016 -1.01781 -0.6959
O -5.34804 0.72725 0.04475 -0.6742
C -3.59755 2.00368 1.49193 0.7558
F -2.30161 2.32554 1.52744 -0.2631
F -3.82369 1.09108 2.42668 -0.2090
F -4.30499 3.09632 1.75732 -0.2366
C -1.86005 -4.14626 1.09697 -0.9905
As -0.10377 -3.48120 0.70337 0.6550
C 0.97835 -4.58236 1.81320 -1.1817
C 0.31597 -3.90116 -1.11042 -0.8840
O 0.30336 -1.88192 1.08025 0.0720
H -1.80901 -4.64313 2.06533 0.4607
H -2.09662 -4.87593 0.32249 0.4785
H -2.60987 -3.36852 1.11114 0.0560
H 0.68776 -5.62223 1.66366 0.4678
H 0.80850 -4.29730 2.85204 0.3534
H 2.02401 -4.45038 1.55645 0.2222
H 0.96261 -4.77857 -1.11930 0.5151
H 0.83129 -3.04986 -1.54596 -0.0880
H -0.59863 -4.08895 -1.66442 0.5066
```

This record from the Open Molecules 2025 dataset describes a structure of composition C22H23N5O2SeTc in a non-equilibrium geometry. The level of theory is ωB97M-V/def2-TZVPD.

Properties
frontier orbital gap (alpha / beta)	7.60 / 4.24	eV
ΔE to the lowest compared entry with this formula, charge and spin	64.7	kJ/mol
molecular weight	566.419	g mol⁻¹
energy	-3756.99140	a.u.
HOMO level (alpha / beta)	-20.225 / -20.144	eV
net charge	+4
expectation value of S²	3.795
spin multiplicity	4
LUMO (alpha / beta)	-12.62 / -15.91	eV

```
54
Properties=species:S:1:pos:R:3:nbo_charge:R:1
N 0.48619 2.16423 -1.57322 -0.4923
C 0.37545 3.30408 -1.35485 0.5394
C 0.38139 4.72318 -1.20713 -0.7599
H -0.64354 5.10098 -1.23398 0.3080
H 0.95497 5.16848 -2.02545 0.3213
H 0.84831 4.98831 -0.25326 0.2895
N 2.02870 -1.42738 -1.88692 -0.4965
C 3.00167 -2.04331 -1.85980 0.5600
C 4.20325 -2.82089 -1.94786 -0.7548
H 4.87051 -2.36932 -2.68373 0.3113
H 3.94776 -3.83990 -2.24304 0.3113
H 4.68042 -2.82684 -0.96592 0.3012
N -1.78832 -1.62350 -1.62853 -0.5132
C -2.89682 -1.87397 -1.39679 0.5329
C -4.22629 -2.37874 -1.21680 -0.7618
H -4.22114 -3.17597 -0.46573 0.3022
H -4.58543 -2.78908 -2.16520 0.3171
H -4.89434 -1.57413 -0.90008 0.2975
Tc 0.11077 -0.14948 -1.32057 0.2041
C 0.07777 -1.64315 -0.12029 0.7673
O 0.06970 -2.46875 0.71062 -0.3879
C 1.46740 0.50888 -0.14732 0.7724
O 2.21118 0.87176 0.66814 -0.4184
C 0.65900 1.15393 -3.98452 -0.1572
C -0.73296 1.22596 -3.81020 -0.1542
C -1.49173 0.05682 -3.80614 -0.1538
C -0.85473 -1.18141 -3.98780 -0.2162
C 0.52902 -1.25251 -4.11386 -0.1393
C 1.29073 -0.07889 -4.11091 -0.1598
H 1.24703 2.06458 -4.09918 0.2557
H -1.23650 2.19320 -3.79017 0.2620
H -2.58067 0.12092 -3.78828 0.2638
H -1.44226 -2.09030 -4.11352 0.2676
H 0.99937 -2.21833 -4.30420 0.2642
H 2.36482 -0.11366 -4.30001 0.2646
C -2.02744 -1.26243 2.88743 -0.4375
N -1.10173 -0.14301 2.95337 -0.2739
C -0.85730 0.77863 1.97953 0.2966
Se -1.53571 0.79312 0.15049 0.2764
N 0.01015 1.68620 2.52097 -0.4696
C 0.34372 1.30677 3.83476 0.1430
C 1.21840 1.86791 4.75643 0.0390
C 1.34705 1.21627 6.00022 -0.1062
C 0.62605 0.03437 6.26574 -0.1525
C -0.23234 -0.52414 5.30917 0.0622
C -0.34836 0.15106 4.09847 0.0858
H -1.47599 -2.19883 3.04990 0.2539
H -2.50873 -1.25667 1.90275 0.2510
H -2.77909 -1.14554 3.68219 0.2692
H 0.37682 2.47742 2.03531 0.4621
H 1.76752 2.77368 4.51239 0.2762
H 2.00964 1.61825 6.78273 0.3025
H 0.74907 -0.44382 7.23558 0.2993
H -0.79242 -1.43499 5.46902 0.2745
```